A cluster of 15 separate species, C6H42O15 in total in a non-equilibrium geometry. Source: the Open Molecules 2025 dataset; level of theory: the ωB97M-V functional and the def2-TZVPD basis.

Structure (XYZ):
```
63
Properties=species:S:1:pos:R:3:forces:R:3:mulliken_charge:R:1
O 15.897 6.614 7.053 -0.19 -0.19 0.06 -0.6226
H 15.000 6.409 7.345 0.06 0.09 -0.07 0.3303
H 16.468 6.287 7.758 -0.05 0.44 -0.04 0.3287
O 18.436 5.489 8.067 -0.19 -0.12 -0.32 -0.6059
H 17.638 4.978 8.247 0.28 -0.25 0.13 0.2317
H 18.536 5.462 7.105 0.05 -0.01 0.16 0.2910
O 16.331 9.715 7.419 0.11 -0.26 -0.26 -0.5939
H 17.028 9.890 6.765 -0.18 0.21 0.17 0.3171
H 16.022 8.821 7.220 0.06 0.07 0.05 0.3364
O 23.934 9.258 6.192 0.05 0.04 -0.45 -0.6548
H 24.605 9.623 5.599 0.00 -0.16 0.12 0.2793
H 23.448 8.612 5.652 0.09 -0.05 0.06 0.3324
O 16.814 9.397 10.841 0.10 -0.13 0.06 -0.6415
H 17.391 8.710 10.483 0.00 0.10 0.06 0.3212
H 17.384 10.168 10.930 -0.05 -0.04 -0.04 0.3126
O 20.937 9.489 4.347 0.16 -0.15 0.22 -0.5778
H 21.418 8.675 4.591 -0.28 0.20 -0.33 0.3746
H 21.447 9.876 3.629 -0.09 -0.03 0.01 0.2861
O 22.798 11.951 5.937 0.23 -0.22 0.08 -0.6095
H 22.786 12.074 4.983 -0.07 0.02 0.07 0.2739
H 23.056 11.022 6.073 -0.26 0.27 -0.02 0.3777
O 22.822 11.518 9.746 0.32 0.19 -0.34 -0.6435
H 22.514 12.223 9.163 -0.05 -0.06 0.09 0.2990
H 23.590 11.141 9.291 -0.30 -0.14 0.04 0.2884
O 22.283 9.335 11.550 0.33 0.15 -0.01 -0.6446
H 21.681 8.977 10.891 -0.01 0.02 0.01 0.2958
H 22.777 10.030 11.079 -0.51 -0.31 0.18 0.3588
O 22.401 7.098 4.700 0.15 -0.05 0.65 -0.6723
H 22.518 6.448 3.999 -0.02 0.10 0.01 0.2604
H 22.208 6.573 5.513 -0.09 -0.10 -0.51 0.4833
O 18.630 10.816 6.079 0.09 -0.15 0.01 -0.6676
H 19.358 10.194 5.946 0.06 0.17 -0.21 0.3136
H 18.720 11.446 5.357 -0.02 -0.05 0.04 0.2829
O 24.615 9.228 8.936 0.10 0.24 -0.26 -0.6619
H 24.482 9.070 7.983 -0.04 0.12 0.30 0.3810
H 25.357 9.843 8.981 0.08 -0.24 0.04 0.2987
C 20.965 4.068 12.530 -0.89 0.84 -0.50 -1.1803
C 20.535 4.954 11.348 -0.21 0.16 0.66 0.1552
O 19.910 6.168 11.792 0.59 -0.55 -0.65 -0.5308
H 21.227 4.674 13.395 0.36 0.05 -0.13 0.3095
H 21.781 3.430 12.199 -0.05 -0.27 0.31 0.3257
H 20.063 3.521 12.807 0.33 -0.45 0.20 0.2905
H 19.792 4.376 10.782 0.27 0.05 -0.37 0.1501
H 21.389 5.218 10.715 -0.01 -0.17 -0.04 0.1462
H 20.002 6.731 11.002 -0.44 0.34 0.58 0.4657
C 21.014 8.802 7.870 0.19 1.53 -0.55 0.5738
C 19.647 8.790 8.515 0.37 -0.28 0.93 -0.9860
O 19.588 7.660 9.414 -0.77 -0.25 -0.84 -0.2207
H 21.184 7.969 7.185 -0.12 -0.24 0.24 -0.0075
H 21.837 8.919 8.575 -0.11 -0.44 0.22 -0.0495
H 21.114 9.712 7.261 -0.11 -0.09 -0.10 -0.0206
H 18.840 8.803 7.779 -0.04 -0.40 0.08 0.2944
H 19.427 9.629 9.177 0.50 0.37 -0.38 0.2494
H 19.154 6.951 8.908 0.18 -0.06 0.46 0.1762
C 21.910 2.704 6.879 -0.32 0.51 -1.36 -1.0952
C 22.444 3.954 6.174 0.01 -0.61 0.85 -0.3721
O 21.731 5.127 6.594 0.40 0.27 -0.05 -0.5758
H 22.380 1.845 6.395 0.23 -0.15 0.52 0.3862
H 20.855 2.625 6.608 -0.10 -0.03 0.44 0.2556
H 22.053 2.762 7.953 0.02 -0.25 0.04 0.3190
H 22.315 3.849 5.098 0.04 0.17 -0.01 0.3332
H 23.505 4.045 6.428 0.03 0.23 -0.34 0.3106
H 22.090 5.375 7.457 -0.29 0.00 0.03 0.2381
```
Positions in Å, forces in eV/Å.

Output
total charge: 0
gap between HOMO and LUMO: 9.0 eV
relative energy (zero: lowest compared OMol25 entry of this formula, charge and spin): 80.3 kJ/mol
HOMO energy: -0.3465 Eh